Molecular formula: C29H27N5O6Zn
Method: DFT, ωB97M-V/def2-TZVPD

The LUMO energy is -1.52 eV. Its charge is 0. As for the gap between HOMO and LUMO: 0.233 Ha.

Geometry (Å):
Zn 0.58 0.03 0.07
O -0.84 -1.34 -3.77
O -1.83 4.54 -3.96
O -0.86 -1.17 -1.52
O 2.09 -1.13 -0.39
O -0.31 4.41 -5.63
O 2.87 -2.91 0.95
N -0.70 2.76 0.63
N 0.46 -1.49 1.53
N 0.73 1.13 2.12
N 0.29 1.08 -1.61
N -0.85 -3.67 -0.90
C -0.83 3.13 -0.76
C 1.91 -3.36 3.11
C -2.18 -4.28 -0.95
C -1.88 -2.96 1.08
C 0.25 3.30 1.28
C -0.31 0.77 -2.71
C 1.03 0.63 4.43
C 0.89 0.24 3.11
C -0.56 -3.54 0.54
C 1.04 1.98 4.73
C 0.92 -1.20 2.69
C 1.49 -2.20 3.60
C 1.82 -3.57 1.64
C -0.26 4.45 -1.37
C 0.95 4.52 0.83
C 0.45 3.54 -2.46
C 1.94 -2.40 -0.12
C 0.69 5.06 -0.38
C -2.21 2.75 -1.24
C -2.96 -3.50 0.12
C -0.63 1.70 -3.74
C 0.73 -2.78 0.91
C -0.34 3.04 -3.63
C 0.86 2.90 3.72
C 0.43 2.47 -1.38
C 0.66 2.44 2.43
C -0.85 4.07 -4.60
C -0.69 -0.69 -2.77
C 2.13 -3.30 -1.33
H 2.33 -4.12 3.75
H -2.93 3.19 -0.53
H 1.18 5.99 -0.65
H 1.42 3.90 -2.81
H 1.14 -0.10 5.22
H -2.61 -4.18 -1.95
H -2.35 1.67 -1.20
H -3.68 -4.14 0.63
H 1.17 2.31 5.75
H -0.45 -4.55 0.97
H -2.13 -5.34 -0.69
H -1.85 -1.87 1.04
H -0.15 -4.23 -1.38
H 1.46 -3.02 -2.14
H -2.43 3.14 -2.23
H 1.65 5.00 1.50
H 1.77 -4.64 1.39
H -0.97 5.17 -1.78
H -3.52 -2.68 -0.33
H -2.04 -3.24 2.11
H 2.03 -4.36 -1.09
H 1.59 -1.96 4.65
H 1.27 2.63 -0.71
H 3.16 -3.14 -1.66
H 0.83 3.97 3.91
H -0.90 -2.19 -1.46
H -1.11 1.32 -4.63

=====

Molecular formula: C9H17N2O4
Method: DFT, ωB97M-V/def2-TZVPD

Its structure (SMILES) is CCO[C@]1(O)CCN(N)[C@]1(CC)C(=O)[O-]. The LUMO energy is 3.32 eV. Its charge is -1. As for the gap between HOMO and LUMO: 0.268 Ha.

Geometry (Å):
O 0.98 0.64 -0.38
O -1.35 1.58 -1.99
O 0.45 -1.32 0.69
O -2.53 2.48 -0.33
N -2.41 -0.79 -0.41
N -2.48 -1.87 0.52
C -1.76 0.59 1.54
C 2.22 0.32 -0.98
C -1.83 -1.18 -1.69
C 0.06 -0.39 -0.31
C -0.28 -1.16 -1.58
C 3.28 1.28 -0.45
C -0.84 1.71 2.01
C -1.84 1.61 -0.86
C -1.61 0.30 0.06
H -1.59 -0.32 2.13
H 2.49 -0.72 -0.74
H 0.13 -2.17 -1.52
H -2.80 0.89 1.69
H -1.56 -2.31 0.64
H -1.14 2.63 1.51
H 4.23 1.11 -0.96
H 0.13 -0.64 -2.45
H 3.42 1.13 0.62
H -0.92 1.86 3.09
H 2.15 0.42 -2.07
H 2.96 2.30 -0.62
H -2.21 -2.16 -1.99
H -2.13 -0.42 -2.41
H 0.50 -0.82 1.52
H 0.19 1.51 1.76
H -3.11 -2.57 0.12

=====

Molecular formula: C9H19N2
Method: DFT, ωB97M-V/def2-TZVPD

Its structure (SMILES) is C=C(/C=C/C)N(C)[N+](C)(C)C. The LUMO energy is -3.04 eV. Its charge is +1. As for the gap between HOMO and LUMO: 0.323 Ha.

Geometry (Å):
N 1.29 0.35 -0.26
N 0.43 -0.58 0.43
C -2.28 0.68 0.60
C -0.79 -1.12 -0.35
C 0.60 1.77 -0.22
C -3.75 0.74 0.89
C -2.06 -0.54 -0.03
C 1.49 -0.03 -1.68
C 1.04 -1.51 1.34
C -0.69 -2.29 -1.02
C 2.60 0.50 0.36
H -4.44 0.85 -0.05
H 1.44 -2.19 0.70
H 0.17 -1.87 1.89
H 0.68 1.99 0.81
H 1.81 -1.07 1.97
H -3.95 -0.27 1.29
H -1.64 -2.73 -1.46
H 2.46 0.82 1.42
H -2.93 -1.05 -0.35
H 3.20 1.20 -0.22
H 1.27 2.54 -0.62
H -4.05 1.55 1.61
H -1.54 1.36 0.87
H 0.43 -0.46 -2.04
H -0.40 1.95 -0.67
H 3.25 -0.34 0.49
H 2.22 -0.80 -1.76
H 1.66 0.80 -2.43
H 0.20 -2.76 -1.33

=====

Molecular formula: C8H16N
Method: DFT, ωB97M-V/def2-TZVPD

The LUMO energy is -2.50 eV. Its charge is +1. As for the gap between HOMO and LUMO: 0.397 Ha.

Geometry (Å):
N 0.33 -0.99 -0.27
C -0.68 -1.48 -1.22
C 0.81 -1.92 0.74
C -0.67 1.24 -0.52
C 3.00 0.22 -0.72
C 2.35 1.24 -0.77
C -0.31 0.21 0.31
C -0.85 0.14 1.65
C -1.60 2.32 -0.19
H -0.66 -2.68 -1.23
H -1.88 2.21 0.85
H -0.24 1.24 -1.57
H -1.38 3.29 -0.53
H -1.25 1.11 1.91
H 3.45 -0.65 -0.61
H 2.11 2.28 -0.93
H -1.61 -1.16 -0.81
H -1.69 -0.58 1.73
H 1.28 -0.68 -0.45
H 1.26 -1.35 1.49
H -2.57 2.07 -0.57
H -0.03 0.06 2.31
H 0.08 -2.34 1.36
H 1.40 -2.63 0.23
H -0.63 -1.18 -2.20

=====

Molecular formula: C35H50BrCoGeNO2P2
Method: DFT, ωB97M-V/def2-TZVPD

The expectation value of S² is 3.801. The spin multiplicity is 4. The LUMO energy (alpha / beta) is 3.79 / 3.79 eV. Its charge is -2. As for the gap between HOMO and LUMO (alpha / beta): 0.150 / 0.165 Ha.

Geometry (Å):
Br 5.23 -5.87 -1.54
Ge -2.07 2.85 -0.29
Co 0.06 -0.21 -0.50
P -1.48 -1.88 0.04
P 2.30 0.63 -0.21
O 0.57 -1.94 -4.54
O 0.44 -0.93 -2.55
N 0.21 -0.11 1.69
C 2.58 1.61 -2.80
C 2.13 -3.10 -1.52
C -1.47 -3.78 -0.02
C -1.55 4.62 -1.13
C -2.04 3.25 1.66
C 3.08 -4.03 -1.12
C 0.67 1.60 3.40
C -0.39 -1.08 3.86
C -0.32 -4.38 0.79
C 4.75 -0.51 -1.15
C 3.91 -4.58 -2.07
C 2.82 -3.35 -3.79
C 2.61 3.01 3.15
C 1.84 3.29 -1.13
C -2.32 -2.52 4.02
C -1.57 -1.71 1.85
C 1.97 -2.77 -2.86
C -1.43 -4.28 -1.47
C 0.95 0.92 2.19
C -2.44 -2.46 2.64
C 1.48 2.61 3.87
C -4.06 2.87 -0.68
C 3.80 -4.25 -3.41
C -3.95 -0.54 0.23
C 2.05 1.40 1.43
C -1.05 1.35 -0.92
C 0.88 -1.80 -3.35
C 4.08 0.05 0.11
C -3.21 -1.27 -2.05
C -0.57 -0.91 2.46
C 4.10 -0.97 1.24
C -3.25 -1.64 -0.56
C 2.86 2.41 1.93
C 2.74 2.08 -1.35
C -1.25 -1.86 4.61
H 1.22 3.11 4.79
H -3.23 -3.03 2.16
H -0.60 4.98 -0.72
H -4.60 2.28 0.06
H 1.57 1.22 -2.94
H -2.63 4.15 1.89
H 3.71 2.75 1.35
H 3.79 2.35 -1.17
H -1.14 1.39 -2.02
H 4.64 0.94 0.43
H -1.02 3.41 2.00
H 5.13 -1.28 1.47
H 3.66 -0.54 2.15
H -0.57 -3.86 -2.00
H 0.80 2.96 -1.14
H 1.99 4.03 -1.93
H 4.91 0.28 -1.89
H -1.08 -1.95 5.68
H 0.63 -4.15 0.32
H 4.14 -1.29 -1.61
H -2.41 -4.11 0.44
H 3.53 -1.86 0.98
H -3.79 -2.59 -0.44
H -4.43 3.90 -0.64
H -4.12 -0.83 1.26
H 2.69 -3.09 -4.84
H 5.73 -0.94 -0.90
H -0.31 -3.98 1.81
H 2.02 3.78 -0.17
H 3.26 3.79 3.54
H -1.44 4.51 -2.21
H 3.18 -4.31 -0.08
H -1.34 -5.37 -1.49
H -3.32 0.35 0.22
H 2.73 2.44 -3.49
H 0.45 -0.60 4.34
H -2.33 -4.01 -2.01
H -2.46 2.42 2.22
H -0.43 -5.46 0.84
H -2.68 -2.01 -2.65
H -4.28 2.45 -1.67
H 3.27 0.81 -3.06
H -0.23 1.35 3.94
H -4.22 -1.15 -2.45
H -3.02 -3.10 4.61
H -4.91 -0.29 -0.24
H -2.32 5.37 -0.93
H 4.46 -4.70 -4.14
H 1.49 -2.63 -0.79
H -2.67 -0.32 -2.16

=====

Molecular formula: C18H64N8O21
Method: DFT, ωB97M-V/def2-TZVPD

The LUMO energy is -0.07 eV. Its charge is 0. As for the gap between HOMO and LUMO: 0.320 Ha.

Geometry (Å):
O -2.49 0.69 2.09
O 6.22 -1.72 -0.05
O -3.00 0.25 -1.71
O -1.42 1.05 -3.78
O 1.88 -2.12 4.17
O -0.13 -2.01 -2.99
O 2.57 -0.62 0.84
O 0.51 1.84 0.92
O -0.15 -4.35 -1.40
O -1.73 5.10 0.44
O -1.45 7.80 1.03
O 4.20 -1.17 -2.49
O 0.91 -6.35 0.57
O -2.72 -1.94 2.21
O -1.11 -0.81 -5.87
O -5.54 -2.50 0.93
O 3.46 -2.69 -0.34
O -5.36 1.70 1.65
O 3.70 1.54 -3.71
O 2.56 4.87 3.80
O -4.87 3.92 -1.17
N 0.90 3.64 2.87
N 2.66 4.13 1.62
N 0.14 -3.32 4.09
N 0.30 -1.66 2.70
N 0.07 0.29 -0.58
N -1.14 2.00 -0.53
N 4.59 -0.12 1.55
N 2.85 0.69 2.56
C 4.49 -3.25 0.51
C 2.08 4.20 2.84
C -3.01 -2.37 0.86
C -1.16 6.78 1.93
C 0.85 -4.10 -0.47
C 5.85 -3.06 -0.19
C -0.12 1.45 -0.04
C 3.03 -0.30 -2.31
C 2.69 0.66 -3.44
C -5.14 2.71 -0.52
C -4.37 -1.83 0.43
C -2.02 5.60 1.73
C 3.28 -0.01 1.59
C 0.84 -2.33 3.70
C 0.78 -4.98 0.83
C -4.77 2.80 1.00
C -0.71 -2.05 -5.39
C -1.07 -2.38 -3.90
H 3.61 4.44 1.55
H -0.15 -2.65 -2.27
H -2.59 -2.65 2.85
H -0.51 -0.04 -1.34
H 2.23 -1.03 -2.18
H -1.64 -0.88 -6.66
H -1.24 -3.45 -3.74
H -1.75 4.71 2.30
H 0.05 -6.77 0.70
H -5.07 3.71 -2.09
H -0.13 6.46 1.76
H 1.42 -4.58 1.61
H -0.20 -4.84 1.28
H 4.98 -0.82 0.94
H 0.49 -3.93 4.81
H -4.62 1.19 1.98
H -4.43 -2.00 -0.65
H 1.75 1.14 -3.15
H -1.67 1.52 -1.25
H -2.92 -3.45 0.73
H 5.16 0.32 2.26
H -1.33 7.08 2.96
H -2.04 -1.92 -3.69
H 0.40 3.68 3.74
H -4.44 -0.77 0.65
H 3.54 0.90 3.27
H -1.71 0.82 1.55
H -4.58 1.92 -1.01
H 0.71 3.03 2.08
H -2.66 0.06 -2.59
H 2.37 3.47 0.91
H -3.08 5.79 1.90
H -1.18 -2.75 -6.08
H -3.95 0.20 -1.82
H -0.62 -1.87 2.35
H -1.93 5.87 -0.10
H -1.46 1.98 -4.00
H -2.54 -0.26 2.21
H 0.33 -2.13 -5.67
H 7.01 -1.55 -0.57
H 1.86 0.86 2.64
H 2.58 0.07 -4.35
H 5.86 -3.35 -1.24
H 2.98 -2.03 0.17
H 4.22 -1.68 -1.68
H 6.71 -3.67 0.10
H -0.94 0.66 -4.51
H -5.91 -1.95 1.64
H 0.93 -0.08 -0.21
H 3.14 0.32 -1.42
H 0.92 -0.98 2.27
H 4.37 -2.98 1.56
H -1.55 2.75 0.01
H -3.71 2.87 1.21
H 4.16 1.28 -4.52
H -1.76 8.54 1.56
H -6.18 2.40 -0.60
H -2.26 -1.85 0.27
H 1.82 -4.47 -0.81
H -0.07 -5.27 -1.67
H 0.97 -3.04 -0.26
H 4.27 -4.31 0.40
H -5.15 3.70 1.50
H -0.83 -3.39 3.81

=====

Molecular formula: CH3NO2S
Method: DFT, ωB97M-V/def2-TZVPD

Its structure (SMILES) is NSOC=O. The LUMO energy is 0.50 eV. Its charge is 0. As for the gap between HOMO and LUMO: 0.360 Ha.

Geometry (Å):
S -0.42 1.04 0.18
O 0.55 -0.34 0.30
O 2.88 0.09 0.02
N -1.90 0.42 -0.08
C 1.82 -0.55 -0.01
H 1.81 -1.54 -0.31
H -2.36 0.57 -0.88
H -2.39 0.31 0.77

=====

Molecular formula: C2H12NOZr
Method: DFT, ωB97M-V/def2-TZVPD

The LUMO energy (alpha / beta) is -4.37 / -4.37 eV. Its charge is +1. As for the gap between HOMO and LUMO (alpha / beta): 0.246 / 0.246 Ha.

Geometry (Å):
Zr -0.02 0.19 -0.98
O 0.71 0.16 1.05
N 1.13 -1.81 -1.72
C -1.55 1.81 -0.52
C 0.06 -0.42 2.17
H -0.92 2.61 -0.12
H -2.39 1.67 0.18
H -0.83 -0.92 1.78
H 1.40 1.18 -1.31
H 0.87 -2.16 -2.65
H 2.13 -1.61 -1.76
H -1.69 -0.06 -0.33
H 0.73 -1.15 2.64
H 1.01 -2.58 -1.06
H -0.24 0.37 2.87
H -1.95 2.10 -1.51
H 1.54 0.62 1.28

=====

Molecular formula: C22H26N5ORhSSb
Method: DFT, ωB97M-V/def2-TZVPD

The expectation value of S² is 6.029. The spin multiplicity is 5. The LUMO energy (alpha / beta) is -8.15 / -12.20 eV. Its charge is +3. As for the gap between HOMO and LUMO (alpha / beta): 0.331 / 0.201 Ha.

Geometry (Å):
Sb -0.06 2.94 2.02
Rh 0.08 0.48 -0.04
S 0.23 -1.39 -1.69
O -0.01 -1.34 2.29
N 1.93 0.69 1.09
N 0.06 2.36 -1.07
N -1.86 0.65 0.93
N -0.11 -4.07 -1.87
N -0.23 -3.30 0.19
C -3.19 -0.86 -0.46
C -0.41 -4.63 0.25
C -0.03 -2.91 -1.11
C 0.07 4.01 -2.77
C 4.07 0.32 2.04
C -1.71 1.52 1.96
C 3.79 1.18 3.07
C 0.00 3.32 -0.13
C 0.07 -4.14 -3.33
C 0.17 1.57 -3.37
C -0.34 -5.11 -1.06
C 1.66 1.59 2.08
C 3.45 -0.81 -0.11
C -3.91 1.00 2.74
C -3.02 0.00 0.75
C 3.12 0.09 1.04
C 2.57 1.85 3.08
C 0.10 2.68 -2.37
C -2.72 1.71 2.88
C 0.01 5.01 -1.82
C -4.07 0.16 1.66
C -0.02 4.66 -0.47
H -2.59 2.41 3.70
H 1.04 0.94 -3.18
H 2.64 -0.85 -0.83
H 0.82 -1.49 2.76
H 0.27 1.96 -4.38
H 5.03 -0.18 1.97
H -0.07 5.42 0.29
H -0.46 -5.02 -3.69
H -4.71 1.12 3.46
H -3.26 -1.91 -0.19
H 2.34 2.57 3.86
H 3.70 -1.81 0.23
H -2.38 -0.71 -1.18
H -0.44 -6.12 -1.42
H -0.02 6.05 -2.11
H -0.35 -3.25 -3.78
H -0.18 -2.63 0.97
H -0.58 -5.17 1.17
H 1.13 -4.21 -3.55
H -0.69 -1.55 2.95
H 4.33 -0.42 -0.63
H 0.10 4.25 -3.82
H 4.52 1.36 3.85
H -4.13 -0.61 -0.97
H -5.00 -0.35 1.48
H -0.73 0.96 -3.34

=====

Molecular formula: C6H11O4
Method: DFT, ωB97M-V/def2-TZVPD

The expectation value of S² is 3.763. The spin multiplicity is 4. The LUMO energy (alpha / beta) is 0.66 / -2.06 eV. Its charge is 0. As for the gap between HOMO and LUMO (alpha / beta): 0.265 / 0.273 Ha.

Geometry (Å):
O 0.30 -0.33 0.95
O -0.80 0.26 0.61
O -3.26 2.32 1.64
O -1.80 5.43 -0.35
C -3.73 5.34 1.10
C -2.72 2.16 0.32
C -1.23 2.04 0.50
C -2.77 4.80 0.05
C -3.35 0.92 -0.38
C -3.09 3.41 -0.53
H -2.91 0.78 -1.38
H -4.24 2.31 1.55
H -2.55 3.34 -1.49
H -4.45 1.00 -0.51
H -0.82 2.39 1.44
H -4.18 3.39 -0.75
H -3.90 6.40 0.87
H -4.69 4.80 1.12
H -0.64 2.31 -0.38
H -3.17 0.02 0.22
H -3.24 5.28 2.08

=====

Molecular formula: C3H11O4
Method: DFT, ωB97M-V/def2-TZVPD

The expectation value of S² is 0.753. The spin multiplicity is 2. The LUMO energy (alpha / beta) is 0.23 / -3.65 eV. Its charge is 0. As for the gap between HOMO and LUMO (alpha / beta): 0.383 / 0.241 Ha.

Geometry (Å):
O 3.48 1.17 -1.38
O -0.27 -1.80 0.56
O -0.95 1.52 -0.12
O 2.04 0.20 0.94
C -1.09 -1.39 -0.55
C -1.79 0.69 0.71
C -2.26 -0.53 -0.09
H 2.31 -0.65 1.35
H 3.37 2.12 -1.42
H 3.22 0.92 -0.48
H -1.28 0.49 1.64
H -0.48 -0.83 -1.24
H 0.45 -1.18 0.68
H -0.03 1.28 0.03
H -2.68 -0.05 -0.98
H -2.66 1.31 0.89
H -2.93 -1.15 0.50
H -1.41 -2.32 -1.03

=====

Molecular formula: C2H4ClNOS
Method: DFT, ωB97M-V/def2-TZVPD

The expectation value of S² is 2.008. The spin multiplicity is 3. The LUMO energy (alpha / beta) is 0.48 / -2.85 eV. Its charge is 0. As for the gap between HOMO and LUMO (alpha / beta): 0.284 / 0.271 Ha.

Geometry (Å):
Cl 2.31 -1.29 -0.05
S 0.05 -1.72 -0.16
O 2.16 1.73 -0.56
N -0.83 -0.68 0.65
C 1.77 1.29 0.40
C -1.35 0.56 -0.19
H -0.70 1.27 0.27
H 0.01 -2.52 0.97
H -1.04 0.55 -1.24
H -2.38 0.81 -0.09